Density functional theory data (ωB97M-V/def2-TZVPD) for a single C5H6S molecule in a non-equilibrium geometry.

E_tot = -16113.094 eV
orbital gap = 8.78 eV
SMILES string = C1=C[C@H]2C[C@@H]1S2
HOMO energy = -8.14 eV
lowest unoccupied orbital energy = 0.6 eV
relative energy (zero: lowest compared OMol25 entry of this formula, charge and spin) = 3.445 eV

XYZ file:
```
12
C5H6S, DFT ωB97M-V/def2-TZVPD
C 0.23 -0.01 1.16
C 0.37 -1.13 0.08
C 0.62 1.05 0.01
C -0.48 0.71 -0.87
C -0.72 -0.66 -0.94
H 0.98 0.11 2.00
H -0.92 -0.20 1.52
H 0.31 -2.36 0.13
H 0.57 2.19 0.15
H -1.25 1.64 -1.19
H -1.58 -1.20 -1.40
S 1.89 -0.13 -0.65
```

Density functional theory data (ωB97M-V/def2-TZVPD) for a single C5H6S molecule in a non-equilibrium geometry.

E_tot = -16110.683 eV
orbital gap (alpha / beta) = 8.26 / 6.67 eV
HOMO energy (alpha / beta) = -9.17 / -8.50 eV
lowest unoccupied orbital energy (alpha / beta) = -0.9 / -1.8 eV
relative energy (zero: lowest compared OMol25 entry of this formula, charge and spin) = 5.856 eV

XYZ file:
```
12
C5H6S, DFT ωB97M-V/def2-TZVPD
C 1.44 -1.75 0.55
C 0.33 -1.89 -0.14
C 0.03 0.66 0.41
C -1.24 0.94 -0.48
C 0.72 -0.52 -0.33
S -2.60 -0.16 -0.28
H 2.14 -1.86 1.38
H 0.64 1.51 0.41
H -0.45 0.32 1.37
H -1.55 1.92 -0.17
H -0.72 1.05 -1.56
H 1.25 -0.22 -1.16
```

Density functional theory data (ωB97M-V/def2-TZVPD) for a single C5H6S2 molecule in a non-equilibrium geometry.

E_tot = -26947.111 eV
orbital gap (alpha / beta) = 5.21 / 6.87 eV
spin multiplicity = 3
HOMO energy (alpha / beta) = -4.54 / -8.93 eV
lowest unoccupied orbital energy (alpha / beta) = 0.7 / -2.1 eV
relative energy (zero: lowest compared OMol25 entry of this formula, charge and spin) = 1.568 eV

XYZ file:
```
13
C5H6S2, DFT ωB97M-V/def2-TZVPD
C -1.23 0.07 -0.30
C -1.98 0.77 0.56
C 1.39 0.36 -0.50
C 1.04 -1.15 -0.51
C 0.18 -0.18 0.15
S -1.45 1.01 2.19
S 0.07 -0.28 2.04
H -1.40 0.00 -1.36
H -2.82 1.22 0.20
H 2.18 0.52 0.20
H 1.53 0.98 -1.51
H 0.77 -1.63 -1.35
H 1.73 -1.69 0.17
```

Density functional theory data (ωB97M-V/def2-TZVPD) for a single C5H6S3 molecule in a non-equilibrium geometry.

E_tot = -37784.779 eV
orbital gap = 6.88 eV
SMILES string = C[C@@H](C=S)C(=S)C=S
HOMO energy = -8.86 eV
lowest unoccupied orbital energy = -2.0 eV
relative energy (zero: lowest compared OMol25 entry of this formula, charge and spin) = 3.014 eV

XYZ file:
```
14
C5H6S3, DFT ωB97M-V/def2-TZVPD
C -0.27 0.65 2.16
C 0.40 0.79 0.77
C 1.65 -0.04 0.47
C -0.75 0.50 -0.19
C -1.33 -0.87 -0.44
H -1.07 1.54 2.27
H 0.41 0.89 3.04
H -0.63 -0.41 2.16
H 0.81 1.85 0.55
H 2.27 -0.47 1.38
H -2.06 -0.72 -1.35
S 2.33 -0.09 -1.01
S -1.45 1.66 -1.02
S -0.75 -2.12 0.49
```

Density functional theory data (ωB97M-V/def2-TZVPD) for a single C5H6S3 molecule in a non-equilibrium geometry.

E_tot = -37785.409 eV
orbital gap = 9.14 eV
SMILES string = CSSc1cccs1
HOMO energy = -8.50 eV
lowest unoccupied orbital energy = 0.6 eV
relative energy (zero: lowest compared OMol25 entry of this formula, charge and spin) = 2.383 eV

XYZ file:
```
14
C5H6S3, DFT ωB97M-V/def2-TZVPD
C 1.97 1.93 1.98
C -0.82 -0.10 -0.24
C -1.68 -1.08 -0.35
C -1.46 -1.87 -1.50
C -0.40 -1.42 -2.27
H 2.79 1.72 2.30
H 1.47 2.76 2.24
H 2.24 2.20 0.87
H -2.51 -1.23 0.15
H -1.94 -2.59 -1.90
H -0.07 -1.90 -3.07
S 0.80 0.52 2.18
S -0.79 1.14 1.10
S 0.38 -0.08 -1.49
```

Density functional theory data (ωB97M-V/def2-TZVPD) for a molecular structure, C5H7AlI3O4S in a non-equilibrium geometry.

total charge = +3
E_tot = -55183.877 eV
orbital gap = 2.14 eV
HOMO energy = -18.93 eV
lowest unoccupied orbital energy = -16.8 eV

XYZ file:
```
21
C5H7AlI3O4S, DFT ωB97M-V/def2-TZVPD
C -1.68 -1.15 1.26
C -1.54 -0.95 -0.29
I -3.16 -2.03 -1.27
C -1.48 0.53 -0.82
I -2.81 1.95 0.23
O -0.17 1.04 -0.95
S 0.63 1.27 0.51
O 1.61 2.28 0.29
O 1.37 -0.21 0.75
C 2.66 -0.30 0.15
C 2.66 -0.13 -1.41
O 1.90 -0.57 -2.13
I 4.28 1.01 -2.35
H -0.88 -1.85 1.56
H -2.67 -1.58 1.52
H -1.52 -0.23 1.86
H -0.61 -1.46 -0.64
H -1.87 0.51 -1.87
H 3.42 0.38 0.62
H 3.04 -1.33 0.34
Al -3.19 2.82 2.64
```

Density functional theory data (ωB97M-V/def2-TZVPD) for a single C5H7Br molecule in a non-equilibrium geometry.

E_tot = -75338.048 eV
orbital gap = 10.79 eV
SMILES string = C#CC[C@H](C)Br
HOMO energy = -9.85 eV
lowest unoccupied orbital energy = 0.9 eV
relative energy (zero: lowest compared OMol25 entry of this formula, charge and spin) = 1.770 eV

XYZ file:
```
13
C5H7Br, DFT ωB97M-V/def2-TZVPD
C 0.26 -2.99 0.36
C -0.08 -1.92 -0.09
C -0.42 1.87 0.12
C -0.41 -0.64 -0.62
C 0.31 0.54 0.36
Br 2.17 0.63 -0.14
H 0.80 -3.54 1.06
H -0.07 2.34 -0.81
H -0.13 2.53 0.85
H -1.42 1.62 0.05
H -1.45 -0.24 -0.92
H 0.23 -0.43 -1.60
H 0.20 0.25 1.37
```

Density functional theory data (ωB97M-V/def2-TZVPD) for a molecular structure, C5H7Br in a non-equilibrium geometry.

E_tot = -75335.335 eV
orbital gap = 8.29 eV
HOMO energy = -8.18 eV
lowest unoccupied orbital energy = 0.1 eV
relative energy (zero: lowest compared OMol25 entry of this formula, charge and spin) = 4.483 eV

XYZ file:
```
13
C5H7Br, DFT ωB97M-V/def2-TZVPD
C -1.61 1.24 0.82
C -0.62 1.79 -0.33
C -1.45 0.03 0.41
C -0.49 0.55 -0.75
C 1.70 -1.39 0.23
Br -0.28 -0.03 -2.55
H -2.33 1.86 1.33
H -0.24 2.69 -0.65
H 2.05 -1.40 1.12
H -1.32 -0.99 0.85
H 2.29 -2.03 -0.55
H 1.56 -0.38 -0.05
H 0.75 -1.93 0.11
```

Density functional theory data (ωB97M-V/def2-TZVPD) for 2 unconnected molecules or ions with the total composition C5H7Br2N in a non-equilibrium geometry.

E_tot = -146867.974 eV
orbital gap (alpha / beta) = 8.13 / 8.45 eV
spin multiplicity = 3
HOMO energy (alpha / beta) = -7.61 / -9.76 eV
lowest unoccupied orbital energy (alpha / beta) = 0.5 / -1.3 eV

XYZ file:
```
15
C5H7Br2N, DFT ωB97M-V/def2-TZVPD
C -0.98 -0.56 0.40
C 0.84 1.01 0.35
C -0.62 0.67 0.29
C -2.31 -1.09 0.00
C 3.54 1.67 -0.72
N 1.35 2.13 0.17
Br -1.87 2.09 -0.07
Br 3.91 0.04 0.13
H -0.13 -1.28 0.50
H 1.27 0.12 0.69
H -2.68 -0.58 -0.96
H -2.22 -2.23 -0.22
H -2.97 -0.89 0.72
H 4.23 2.51 -0.50
H 2.90 1.57 -1.55
```

- What is the E_tot in the first record?
  -16113.094 eV

- Look up the E_tot of the seventh one.
  -75338.048 eV

- Which value of E_tot does entry 7 give?
  -75338.048 eV